A cluster of 6 separate species, C24H26N6 in total in a non-equilibrium geometry, computed with wB97M-V/def2-TZVPD.

## Properties
E_tot	-34248.2273	eV
charge	0
SMILES	c1ccncc1.c1ccncc1.c1ccncc1.c1ccncc1.CC#N.CC#N
orbital gap	0.3438	hartree

Each line ends with the natural charge from an NBO analysis.
Cartesian coordinates (Å):
C 12.376 10.052 16.176  -0.737
C 11.698 9.633 17.394  0.293
N 11.161 9.180 18.297  -0.333
H 11.703 9.995 15.320  0.275
H 13.231 9.449 15.899  0.249
H 12.716 11.073 16.297  0.251
C 16.711 7.633 12.266  -0.719
C 17.385 6.347 12.352  0.283
N 17.822 5.283 12.378  -0.324
H 16.418 7.999 13.241  0.251
H 15.845 7.571 11.628  0.257
H 17.419 8.345 11.822  0.250
N 9.228 9.271 14.228  -0.447
C 8.663 8.922 15.385  0.022
C 7.510 8.173 15.436  -0.246
C 6.840 7.851 14.252  -0.167
C 7.436 8.261 13.060  -0.244
C 8.653 8.918 13.084  0.022
H 9.159 9.115 16.297  0.200
H 7.075 7.910 16.388  0.219
H 5.863 7.360 14.282  0.229
H 6.900 8.050 12.095  0.219
H 9.101 9.248 12.143  0.194
N 12.149 6.643 12.328  -0.442
C 12.135 6.480 10.970  0.031
C 12.134 7.585 10.120  -0.259
C 12.197 8.878 10.634  -0.186
C 12.335 9.065 12.024  -0.253
C 12.241 7.893 12.828  0.031
H 12.071 5.442 10.680  0.207
H 11.949 7.463 9.052  0.228
H 12.205 9.763 9.989  0.221
H 12.473 10.049 12.494  0.224
H 12.311 7.922 13.938  0.196
N 10.370 7.655 7.136  -0.415
C 10.674 8.916 7.303  0.024
C 11.931 9.420 7.040  -0.257
C 12.912 8.592 6.487  -0.176
C 12.549 7.290 6.318  -0.254
C 11.292 6.835 6.665  0.023
H 9.983 9.615 7.793  0.194
H 12.068 10.478 7.105  0.216
H 13.888 8.996 6.202  0.227
H 13.233 6.549 5.905  0.222
H 10.926 5.865 6.521  0.202
N 7.268 4.450 14.269  -0.432
C 7.798 4.795 13.114  0.026
C 9.182 5.073 12.943  -0.252
C 10.038 5.017 14.074  -0.173
C 9.412 4.807 15.302  -0.261
C 8.031 4.581 15.367  0.027
H 7.111 4.716 12.290  0.190
H 9.474 5.342 11.940  0.217
H 11.106 5.174 13.969  0.247
H 9.983 4.877 16.204  0.217
H 7.532 4.461 16.324  0.194

***

An isolated molecule of C21H27N3O3, computed with wB97M-V/def2-TZVPD.

## Properties
E_tot	-32829.3678	eV
charge	0
SMILES	COCCCNC(=O)c1cn(CC(C)C)c(=O)c2c1c1ccccc1n2C
orbital gap	0.2964	hartree

Each line ends with the natural charge from an NBO analysis.
Cartesian coordinates (Å):
C -0.925 -6.004 1.834  -0.252
H -1.362 -6.978 2.045  0.195
O -0.949 -5.292 3.047  -0.533
C -0.586 -3.936 2.939  -0.061
C 0.903 -3.713 2.640  -0.440
C 1.338 -2.273 2.915  -0.226
N 0.694 -1.317 2.044  -0.619
C 1.334 -0.763 0.981  0.677
O 2.497 -0.998 0.725  -0.623
C 0.487 0.184 0.203  -0.216
C -0.293 1.095 0.851  0.047
N -1.060 2.020 0.215  -0.391
C -1.162 2.119 -1.170  0.619
O -1.899 2.956 -1.683  -0.658
C -0.344 1.164 -1.863  0.043
C 0.479 0.230 -1.218  0.015
C 1.121 -0.524 -2.247  -0.041
C 2.042 -1.571 -2.261  -0.188
C 2.452 -2.069 -3.477  -0.244
C 1.968 -1.546 -4.680  -0.192
C 1.066 -0.506 -4.697  -0.252
C 0.643 0.005 -3.473  0.154
N -0.236 1.020 -3.220  -0.320
C -0.914 1.791 -4.225  -0.424
H -1.538 1.141 -4.844  0.199
H -0.189 2.298 -4.865  0.199
H -1.541 2.530 -3.731  0.266
H 0.700 -0.099 -5.628  0.217
H 2.316 -1.963 -5.613  0.212
H 3.166 -2.878 -3.509  0.212
H 2.438 -1.960 -1.337  0.242
C -1.783 2.990 1.014  -0.223
H -2.486 3.484 0.338  0.252
H -2.343 2.465 1.794  0.198
C -0.858 4.040 1.646  -0.218
C -0.066 4.776 0.569  -0.613
H -0.741 5.222 -0.157  0.216
H 0.538 5.563 1.015  0.211
H 0.599 4.094 0.043  0.212
C -1.697 5.017 2.465  -0.603
H -1.058 5.750 2.950  0.214
H -2.396 5.544 1.820  0.207
H -2.264 4.494 3.233  0.205
H -0.152 3.534 2.315  0.191
H -0.317 1.148 1.930  0.211
H -0.295 -1.173 2.155  0.396
H 2.411 -2.175 2.733  0.242
H 1.123 -2.008 3.956  0.190
H 1.484 -4.383 3.276  0.217
H 1.119 -3.953 1.598  0.209
H -0.831 -3.508 3.916  0.181
H -1.204 -3.446 2.170  0.155
H 0.094 -6.142 1.459  0.166
H -1.521 -5.496 1.065  0.164

***

A cluster of 2 separate species, C7H13NO in total in a non-equilibrium geometry, computed with wB97M-V/def2-TZVPD.

## Properties
E_tot	-11002.3118	eV
charge	0
SMILES	C/C=[N+](/C)[O-].CC#CC
orbital gap	0.3340	hartree

Each line ends with the natural charge from an NBO analysis.
Cartesian coordinates (Å):
C 1.588 1.003 0.782  -0.036
C 0.911 1.644 0.044  -0.029
C -1.442 -0.982 0.316  -0.024
C 2.525 0.255 1.739  -0.661
C 0.296 2.508 -0.971  -0.690
C -2.761 -0.418 0.250  -0.670
C 0.506 -1.871 -0.870  -0.451
N -0.878 -1.365 -0.790  0.114
O -1.287 -1.165 -1.958  -0.563
H -1.065 -1.265 1.320  0.205
H 3.448 0.198 1.109  0.233
H 2.286 -0.796 1.898  0.231
H 2.633 0.877 2.540  0.231
H -0.126 1.979 -1.912  0.254
H 1.023 3.330 -1.122  0.241
H -0.582 2.830 -0.465  0.232
H -3.277 -0.391 1.266  0.219
H -3.352 -1.093 -0.440  0.242
H -2.801 0.559 -0.215  0.232
H 1.093 -0.893 -0.522  0.248
H 0.527 -2.731 -0.121  0.199
H 0.733 -2.215 -1.877  0.242

***

An isolated molecule of C9H9N3S in a non-equilibrium geometry, computed with wB97M-V/def2-TZVPD.

## Properties
E_tot	-24783.6427	eV
charge	0
SMILES	Cc1nnc(Nc2ccccc2)s1
orbital gap	0.3173	hartree

Each line ends with the natural charge from an NBO analysis.
Cartesian coordinates (Å):
C -4.889 0.298 -0.061  -0.666
C -3.428 0.297 -0.003  0.056
C -1.148 -0.315 0.031  0.231
C 1.358 -0.427 -0.032  0.152
C 1.638 0.926 -0.034  -0.257
C 3.003 1.373 -0.017  -0.185
C 4.037 0.463 -0.119  -0.247
C 3.685 -0.923 -0.026  -0.188
C 2.382 -1.341 0.072  -0.254
H -5.298 1.332 -0.310  0.248
H -5.245 -0.397 -0.825  0.230
H -5.345 0.023 0.898  0.235
H -0.024 -1.985 0.147  0.398
H 0.851 1.645 -0.015  0.257
H 3.127 2.447 -0.037  0.217
H 5.133 0.714 0.000  0.222
H 4.433 -1.722 0.062  0.213
H 2.230 -2.453 0.256  0.210
N -2.641 1.311 0.052  -0.240
N -1.308 0.931 0.087  -0.342
N 0.049 -0.950 -0.078  -0.580
S -2.600 -1.247 -0.047  0.290

***

A cluster of 2 separate species, C6H14O3 in total in a non-equilibrium geometry, computed with wB97M-V/def2-TZVPD.

## Properties
E_tot	-12589.1964	eV
charge	0
SMILES	CC(=O)OC(C)(C)O.C
orbital gap	0.3751	hartree

Each line ends with the natural charge from an NBO analysis.
Cartesian coordinates (Å):
C -1.286 -0.206 -0.321  0.520
C 2.040 -1.396 0.291  -0.995
C -2.287 -0.965 0.537  -0.625
O -0.142 0.060 0.522  -0.670
O -0.925 -1.059 -1.383  -0.735
H 0.858 -0.910 0.545  0.397
H -0.284 -0.591 -1.938  0.488
H -2.570 -0.365 1.400  0.216
H 2.217 -1.883 1.253  0.224
H 2.982 -0.946 -0.009  0.232
H 1.760 -2.110 -0.483  0.233
H -3.174 -1.193 -0.053  0.221
H -1.838 -1.897 0.875  0.223
C 1.877 1.492 0.836  -0.720
C -1.846 1.122 -0.829  -0.656
C 1.243 0.617 -0.201  0.854
O 1.259 0.747 -1.389  -0.599
H 1.798 1.053 1.825  0.246
H 2.922 1.652 0.570  0.239
H -1.115 1.631 -1.456  0.221
H -2.736 0.936 -1.430  0.219
H -2.107 1.765 0.011  0.215
H 1.351 2.447 0.828  0.252

***

A structure of composition C42H83Br26N2O in a non-equilibrium geometry, computed with wB97M-V/def2-TZVPD.

## Properties
E_tot	-1871032.2462	eV
charge	-1
orbital gap	0.1491	hartree

Each line ends with the Löwdin charge.
Cartesian coordinates (Å):
C 1.047 5.418 -2.423  -0.100
C -0.063 4.983 -1.483  -0.280
C 0.161 3.631 -0.854  -0.204
C -0.047 2.486 -1.829  -0.206
C 1.226 1.859 -2.356  -0.229
C 2.162 1.245 -1.330  -0.200
C 1.742 -0.128 -0.830  -0.172
C 0.701 -0.137 0.282  -0.186
C 1.369 -0.101 1.657  -0.176
C 1.949 1.287 1.904  -0.204
C 2.022 1.721 3.355  -0.200
C 1.803 3.209 3.552  -0.202
C 2.588 4.104 2.607  -0.227
C 4.034 4.324 2.985  -0.201
C 4.931 3.197 2.440  -0.373
N 5.442 3.506 1.129  -0.291
N 4.510 2.979 0.112  -0.142
C 4.302 3.805 -0.677  -0.517
O 4.250 4.363 -1.607  0.194
H 1.099 6.494 -2.354  0.040
H 0.831 5.204 -3.452  -0.001
H 2.007 5.054 -2.117  0.050
H -0.087 5.703 -0.677  0.081
H -1.029 5.058 -1.946  0.055
H -0.566 3.512 -0.064  0.105
H 1.127 3.642 -0.380  0.090
H -0.705 1.726 -1.450  0.093
H -0.554 2.908 -2.683  0.049
H 1.785 2.655 -2.826  0.088
H 1.026 1.155 -3.147  0.083
H 2.351 1.955 -0.551  0.062
H 3.105 1.118 -1.840  0.078
H 1.353 -0.645 -1.693  0.098
H 2.613 -0.677 -0.508  0.085
H -0.018 0.660 0.230  0.094
H 0.184 -1.088 0.241  0.085
H 2.195 -0.790 1.570  0.092
H 0.708 -0.438 2.436  0.097
H 2.921 1.360 1.446  0.086
H 1.304 1.987 1.400  0.093
H 2.937 1.382 3.805  0.107
H 1.231 1.205 3.876  0.083
H 2.125 3.452 4.554  0.098
H 0.760 3.464 3.474  0.098
H 2.573 3.788 1.579  0.074
H 2.095 5.067 2.627  0.098
H 4.374 5.216 2.486  0.089
H 4.164 4.520 4.044  0.092
H 5.793 3.120 3.092  0.088
H 4.348 2.285 2.396  0.052
Br -0.870 -5.329 0.814  0.596
C -0.560 -5.205 -1.104  -0.705
C -0.501 -3.776 -1.535  -0.695
Br -2.274 -2.985 -1.575  0.620
H -1.352 -5.769 -1.586  0.035
H 0.392 -5.694 -1.283  0.002
H -0.115 -3.694 -2.549  0.065
H 0.097 -3.160 -0.875  0.022
Br -4.381 0.248 -0.096  0.604
C -5.491 -1.344 -0.243  -0.705
C -5.859 -1.890 1.111  -0.682
Br -4.374 -2.844 1.928  0.609
H -4.944 -2.059 -0.849  -0.003
H -6.381 -1.021 -0.780  0.054
H -6.655 -2.627 1.024  0.055
H -6.160 -1.116 1.809  0.048
Br 0.280 6.447 -5.978  0.649
C -0.713 5.195 -7.085  -0.693
C -1.459 4.200 -6.238  -0.703
Br -0.260 2.849 -5.517  0.688
H 0.000 4.727 -7.754  0.048
H -1.405 5.804 -7.663  0.053
H -2.183 3.648 -6.834  -0.055
H -1.963 4.659 -5.393  0.055
Br -3.299 0.777 4.571  0.602
C -2.758 0.545 6.426  -0.733
C -1.262 0.474 6.565  -0.689
Br -0.585 -1.263 6.013  0.611
H -3.257 -0.345 6.790  0.033
H -3.149 1.414 6.946  0.003
H -0.973 0.575 7.609  0.057
H -0.743 1.221 5.973  0.046
Br -4.335 3.140 -8.207  0.676
C -4.966 1.301 -8.126  -0.682
C -5.547 0.981 -6.775  -0.704
Br -4.154 0.717 -5.445  0.626
H -4.124 0.668 -8.384  0.053
H -5.726 1.225 -8.899  0.055
H -6.095 0.043 -6.811  0.052
H -6.197 1.765 -6.401  0.048
Br -6.751 -6.544 2.818  0.585
C -5.016 -6.963 2.039  -0.700
C -4.085 -7.576 3.050  -0.697
Br -3.370 -6.233 4.257  0.596
H -4.630 -6.040 1.617  0.017
H -5.226 -7.668 1.238  0.056
H -3.218 -8.006 2.553  0.055
H -4.561 -8.333 3.664  0.046
Br 4.132 1.073 -4.850  0.618
C 5.456 1.917 -3.690  -0.679
C 6.851 1.748 -4.221  -0.666
Br 7.530 -0.053 -3.906  0.634
H 5.325 1.490 -2.701  0.029
H 5.182 2.969 -3.664  0.056
H 7.537 2.407 -3.695  0.063
H 6.922 1.927 -5.288  0.045
Br -2.560 -4.123 -5.500  0.606
C -4.469 -4.482 -5.405  -0.696
C -5.018 -4.232 -4.026  -0.702
Br -4.551 -5.664 -2.800  0.595
H -4.612 -5.505 -5.734  0.047
H -4.923 -3.803 -6.123  0.052
H -6.106 -4.217 -4.048  0.056
H -4.652 -3.310 -3.585  0.023
Br -1.228 8.555 -1.863  0.648
C -2.996 8.610 -1.059  -0.698
C -3.386 7.274 -0.484  -0.687
Br -3.917 6.023 -1.877  0.616
H -3.683 8.954 -1.824  0.045
H -2.927 9.358 -0.272  0.053
H -4.260 7.375 0.155  0.053
H -2.582 6.804 0.074  0.050
Br -3.681 4.161 9.299  0.609
C -5.195 3.487 8.281  -0.696
C -6.017 2.518 9.086  -0.688
Br -5.153 0.780 9.214  0.639
H -4.794 3.047 7.374  0.037
H -5.783 4.365 8.026  0.058
H -6.968 2.329 8.593  0.057
H -6.198 2.854 10.101  0.048
Br 6.359 1.458 0.554  0.885
C 7.242 -0.216 -0.135  -0.667
C 6.255 -1.214 -0.692  -0.717
Br 5.299 -2.187 0.709  0.584
H 7.837 -0.623 0.680  0.029
H 7.904 0.123 -0.934  0.000
H 6.760 -1.992 -1.265  0.036
H 5.494 -0.750 -1.313  0.025
Br 2.984 -4.602 -0.819  0.657
C 4.154 -5.923 -0.018  -0.681
C 3.400 -7.069 0.618  -0.669
Br 2.628 -6.532 2.320  0.624
H 4.777 -5.386 0.690  0.028
H 4.771 -6.287 -0.837  0.059
H 4.085 -7.882 0.852  0.021
H 2.588 -7.449 0.009  0.052
Br 5.441 -10.084 2.654  0.608
C 3.873 -9.902 3.795  -0.702
C 3.350 -11.242 4.233  -0.698
Br 2.374 -12.134 2.804  0.596
H 3.145 -9.322 3.238  -0.001
H 4.210 -9.325 4.652  0.062
H 2.630 -11.122 5.039  0.057
H 4.135 -11.920 4.547  0.047